(1)
The following is a DFT calculation (wB97M-V/def2-TZVPD) of a molecular structure, C15H25BBrF7KNO7PS.

Geometry as XYZ:
```
60
C15H25BBrF7KNO7PS, DFT wB97M-V/def2-TZVPD
O -4.058 0.275 4.323
S -4.239 -1.151 4.289
O -4.565 -1.872 5.474
O -5.425 -1.399 3.210
C -2.883 -1.851 3.376
C -1.559 -2.098 4.117
C -0.515 -1.002 3.791
C 0.688 -1.499 2.990
P 1.791 -0.045 2.431
C 2.860 1.447 1.804
C 2.472 2.810 2.388
C 1.747 3.813 1.467
C 0.688 3.270 0.532
F 0.012 2.219 1.076
F -0.235 4.255 0.310
C 1.168 2.846 -0.910
F 0.458 3.409 -1.864
F 1.012 1.490 -1.056
F 2.448 3.098 -1.116
H -5.237 -2.208 2.719
H -3.238 -2.783 2.922
H -2.751 -1.123 2.569
H -1.202 -3.097 3.870
H -1.632 -2.096 5.218
H -0.141 -0.586 4.735
H -0.998 -0.171 3.260
H 0.339 -2.057 2.110
H 1.299 -2.163 3.612
H 1.420 -0.314 1.064
H 0.985 0.860 3.188
H 2.956 -0.674 2.949
H 3.894 1.223 2.090
H 2.866 1.452 0.709
H 3.389 3.319 2.700
H 1.871 2.687 3.296
H 2.462 4.415 0.901
H 1.198 4.515 2.105
K 1.178 -0.569 -1.370
Br -1.455 -3.230 7.240
B 3.551 1.161 -4.574
O 3.998 0.284 -5.687
C 5.301 0.081 -5.600
O 5.970 -0.579 -6.343
C 5.817 0.838 -4.352
O 6.951 0.863 -3.966
O 4.784 1.439 -3.788
F 2.627 0.471 -3.760
F 2.973 2.325 -5.039
C -3.287 -1.473 -5.466
C -3.999 -2.335 -4.432
C -3.754 -1.865 -2.992
C -2.335 -1.909 -2.647
N -1.213 -1.935 -2.386
H -2.204 -1.512 -5.342
H -3.513 -1.819 -6.474
H -3.598 -0.430 -5.392
H -3.676 -3.373 -4.530
H -5.075 -2.318 -4.613
H -4.291 -2.492 -2.279
H -4.099 -0.838 -2.859
```

As for the net charge: -1. The HOMO-LUMO gap comes out at 5.2 eV.

=====

(2)
The following is a DFT calculation (wB97M-V/def2-TZVPD) of 2 unconnected molecules or ions with the total composition C15H25BF4NO4P.

Geometry as XYZ:
```
51
C15H25BF4NO4P, DFT wB97M-V/def2-TZVPD
C 5.799 -1.506 0.920
C 4.298 -1.264 0.855
C 3.777 -0.328 1.945
C 4.069 1.152 1.706
C 3.350 1.749 0.506
C 1.837 1.944 0.707
C 1.076 1.809 -0.616
C 0.881 0.382 -1.135
C 0.385 -0.621 -0.095
C -1.063 -0.446 0.267
C -2.005 -0.434 -0.771
N -3.311 -0.291 -0.538
P -4.500 -0.276 -2.034
O -5.687 -1.065 -1.264
O -3.756 -1.450 -2.857
C -3.790 -0.122 0.700
C -2.926 -0.124 1.782
C -1.564 -0.309 1.565
C -0.643 -0.350 2.733
O 0.164 -1.204 2.867
O -0.800 0.652 3.616
H 6.041 -2.099 1.796
H 6.376 -0.585 0.941
H 6.109 -2.056 0.036
H 3.999 -0.904 -0.127
H 3.802 -2.224 0.990
H 4.195 -0.643 2.899
H 2.700 -0.472 2.024
H 5.141 1.242 1.525
H 3.867 1.717 2.613
H 3.510 1.125 -0.371
H 3.794 2.714 0.277
H 1.454 1.305 1.498
H 1.692 2.969 1.043
H 1.667 2.333 -1.363
H 0.126 2.339 -0.543
H 0.202 0.418 -1.984
H 1.823 0.020 -1.538
H 1.029 -0.584 0.768
H 0.492 -1.629 -0.495
H -1.668 -0.540 -1.788
H -5.338 -1.860 -0.834
H -3.867 -2.303 -2.412
H -4.853 0.019 0.806
H -3.318 0.002 2.776
H -0.759 0.258 4.499
B -6.778 0.322 -4.806
F -7.006 1.618 -4.333
F -7.972 -0.316 -5.120
F -5.910 0.338 -5.897
F -6.139 -0.421 -3.743
```

As for the net charge: 0. The HOMO-LUMO gap comes out at 8.3 eV.

=====

(3)
The following is a DFT calculation (wB97M-V/def2-TZVPD) of 2 unconnected molecules or ions with the total composition C15H25BNO4.

Geometry as XYZ:
```
46
C15H25BNO4, DFT wB97M-V/def2-TZVPD
O -4.963 -1.453 1.839
C -3.801 -1.080 2.137
O -2.808 -0.739 1.175
C -1.476 -0.913 1.712
C -0.205 -0.721 0.692
O 0.843 -0.972 1.687
B 0.289 -1.954 2.681
O -1.106 -2.242 2.199
C -3.482 -0.958 3.720
C -3.453 0.510 4.269
C -3.124 0.757 5.764
C -2.821 -0.482 6.641
C -2.847 -1.962 6.127
C -3.187 -2.211 4.619
H -1.143 -0.237 2.585
H -0.232 0.408 0.508
H -0.158 -1.433 -0.210
H 0.898 -2.988 2.721
H 0.144 -1.570 3.806
H -3.655 1.384 3.545
H -3.083 1.839 6.134
H -2.549 -0.306 7.737
H -2.595 -2.832 6.815
H -3.232 -3.248 4.139
C 3.034 0.707 -1.452
C 3.083 1.416 -2.801
N 2.767 0.546 -3.930
C 3.094 1.138 -5.224
C 2.329 2.391 -5.645
C 1.485 -0.150 -3.868
C 0.221 0.698 -3.733
H 3.677 -0.176 -1.444
H 3.386 1.383 -0.666
H 2.019 0.403 -1.186
H 4.104 1.794 -2.924
H 2.425 2.292 -2.765
H 2.986 0.377 -6.006
H 4.165 1.381 -5.221
H 1.310 2.157 -5.953
H 2.823 2.848 -6.509
H 2.295 3.144 -4.856
H 1.515 -0.847 -3.023
H 1.382 -0.799 -4.745
H 0.322 1.487 -2.985
H -0.614 0.062 -3.423
H -0.064 1.152 -4.683
```

As for the net charge: -1. The HOMO-LUMO gap comes out at 6.9 eV.

=====

(4)
The following is a DFT calculation (wB97M-V/def2-TZVPD) of a molecular structure, C15H25CuO4P.

Geometry as XYZ:
```
46
C15H25CuO4P, DFT wB97M-V/def2-TZVPD
Cu 0.605 1.923 -2.200
C 1.636 3.212 -1.291
O 2.136 3.629 -0.285
C 1.129 3.671 -2.369
O 0.945 4.756 -2.864
C -0.812 0.899 -2.692
O -1.903 1.150 -2.856
C 3.398 0.917 -2.557
O 4.509 1.061 -2.379
C 1.281 -2.000 -4.009
H 2.147 -1.942 -3.278
H 0.351 -1.950 -3.366
C 1.320 -1.031 -5.001
H 0.412 -0.410 -5.256
H 2.225 -0.352 -5.130
C -2.726 1.234 0.762
C -1.198 1.138 0.696
C -0.511 1.891 1.827
P -0.741 -0.657 0.462
C 1.112 -0.771 0.550
C 1.773 -0.474 1.899
C 1.508 -2.161 0.013
C -1.332 -1.620 1.969
C -1.347 -0.934 3.340
C -2.742 -2.183 1.660
H -3.165 0.865 1.707
H -3.246 0.712 -0.061
H -3.042 2.286 0.664
H -0.881 1.538 -0.292
H -0.595 1.334 2.796
H 0.554 2.063 1.552
H -1.007 2.897 1.892
H 1.414 -0.015 -0.208
H 1.396 -1.180 2.647
H 2.862 -0.627 1.829
H 1.596 0.551 2.245
H 1.150 -2.331 -1.003
H 2.587 -2.308 0.021
H 1.090 -2.949 0.632
H -0.581 -2.445 1.991
H -2.027 -0.077 3.404
H -1.682 -1.666 4.084
H -0.366 -0.619 3.695
H -2.715 -2.714 0.692
H -2.996 -2.923 2.439
H -3.520 -1.387 1.634
```

As for the expectation value of S²: 0.75. The calculation puts the energy above the lowest of the compared OMol25 structures with the same formula, charge and spin at 3.962 eV. The multiplicity is 2. As for the net charge: +2. The HOMO-LUMO gap (alpha / beta) comes out at 5.8 / 5.3 eV.